(1)
The following is a DFT calculation (wB97M-V/def2-TZVPD) of a structure of composition C4H13N3O.

```
21
Properties=species:S:1:pos:R:3:mulliken_charge:R:1
C -3.8643 -0.1877 1.1206 -0.66
N -2.7802 -1.0487 1.6589 -0.59
C 1.3131 0.5201 -0.0099 0.47
C 0.3037 -0.3404 0.7857 -0.69
O -0.9156 -0.5375 0.0824 -0.57
N 2.4843 -0.2486 -0.4033 -0.60
C 1.2985 -0.0543 -1.4168 -0.56
N 3.7019 1.3036 -1.7305 -0.61
H -3.4009 0.5239 0.4178 0.23
H -4.2738 0.4378 1.8499 0.28
H -4.6794 -0.7875 0.5885 0.22
H -3.1269 -2.0099 1.8141 0.21
H 1.2721 1.5964 0.1799 0.42
H 0.0486 0.0974 1.8057 0.33
H 0.7387 -1.3509 1.0385 0.27
H -1.8752 -0.9647 0.8710 0.44
H 3.2330 0.5145 -0.8229 0.41
H 1.3530 0.7588 -2.1811 0.32
H 0.8261 -0.9908 -1.6639 0.28
H 4.0092 0.7490 -2.5068 0.21
H 4.3340 2.0196 -1.4779 0.18
```

**LUMO**: -4.03 eV
**Spin multiplicity**: 1
**Kohn-Sham gap**: 0.138 Ha
**Charge**: 0
**Max |F|**: 4.4 eV Å⁻¹
**Energy relative to the best compared isomer or geometry (same formula, charge and spin)**: 245.68 kcal per mole

---

(2)
The following is a DFT calculation (wB97M-V/def2-TZVPD) of a cluster of 2 separate species, C4H14N2O in total.

```
21
Properties=species:S:1:pos:R:3:mulliken_charge:R:1
C 1.1587 -2.0360 -0.3536 -1.28
C -0.0343 -1.2899 0.3019 0.04
C -1.4101 -1.5886 -0.3837 -1.17
N 0.2527 0.2646 0.0025 -0.40
C 0.9218 1.1510 0.9868 -0.45
N 0.4774 2.5018 1.1191 -0.53
H 1.3049 -3.1038 -0.1005 0.35
H 1.1631 -1.9104 -1.4146 0.38
H 2.1072 -1.5066 -0.1054 0.33
H 0.0992 -1.3078 1.3820 0.46
H -1.8897 -2.4237 0.1079 0.37
H -2.0326 -0.7183 -0.1200 0.33
H -1.3230 -1.6585 -1.4622 0.26
H 0.5427 0.1396 -0.9628 0.31
H 0.8881 0.5691 1.9350 0.21
H 1.9282 1.2995 0.5766 0.35
H -0.4815 2.6563 0.8581 0.26
H 1.1718 3.1403 0.7687 0.23
O -1.8203 2.2219 -0.7938 -0.70
H -1.9474 1.9966 -1.7266 0.31
H -1.0768 1.6029 -0.6154 0.36
```

**LUMO**: 0.89 eV
**Spin multiplicity**: 1
**SMILES string**: CC(C)NCN.O
**Kohn-Sham gap**: 0.357 Ha
**Charge**: 0
**Max |F|**: 3.2 eV Å⁻¹
**Energy relative to the best compared isomer or geometry (same formula, charge and spin)**: 48.31 kcal per mole

---

(3)
The following is a DFT calculation (wB97M-V/def2-TZVPD) of the ion C20H25ClN3O with charge +1.

```
50
Properties=species:S:1:pos:R:3:mulliken_charge:R:1
O 1.5061 2.6116 0.6085 -0.71
C 1.2749 1.5397 1.1707 0.92
C 2.5047 0.8715 1.8409 -1.10
N 3.6382 1.6312 1.2930 0.04
C 4.3573 0.9494 0.1833 -1.59
C 3.4162 0.7298 -0.9711 0.39
C 3.1336 1.7868 -1.8314 -0.14
C 2.2400 1.6385 -2.8752 -0.78
C 1.6191 0.4181 -3.0821 -0.57
C 1.8935 -0.6498 -2.2463 -0.59
C 2.7799 -0.4888 -1.1934 0.70
Cl 3.0873 -1.8577 -0.1597 -0.13
N 0.1320 0.8911 1.2568 0.05
C -1.1468 1.2721 0.7873 -0.11
C -1.4579 2.5812 0.4575 -0.62
C -2.7610 2.9154 0.1367 -0.87
C -3.7478 1.9449 0.1764 -0.87
C -3.4345 0.6325 0.4791 -0.51
C -2.1217 0.2549 0.7526 1.11
N -1.7166 -1.0466 1.0697 0.11
C -2.6828 -1.9690 1.6462 -1.11
C -3.4562 -2.8089 0.6255 -0.44
C -2.4823 -3.5184 -0.3093 -0.88
C -1.5605 -2.4851 -0.9481 -0.69
C -0.8106 -1.7118 0.1403 -0.29
H 2.4384 0.9879 2.9238 0.52
H 2.5738 -0.1872 1.5880 0.15
H 4.2925 1.9535 2.0053 0.40
H 3.0592 2.4689 0.8657 0.44
H 5.1828 1.5912 -0.1302 0.52
H 4.7568 -0.0004 0.5436 0.46
H 3.6227 2.7372 -1.6794 0.41
H 2.0315 2.4714 -3.5267 0.43
H 0.9244 0.2910 -3.8969 0.44
H 1.4232 -1.6066 -2.4096 0.49
H 0.0991 -0.0057 1.7341 0.31
H -0.6877 3.3342 0.4719 0.49
H -3.0058 3.9330 -0.1207 0.41
H -4.7708 2.2069 -0.0448 0.42
H -4.2204 -0.1042 0.4910 0.34
H -3.3649 -1.3995 2.2793 0.56
H -2.1121 -2.6488 2.2909 0.44
H -4.0712 -3.5340 1.1590 0.39
H -4.1193 -2.1770 0.0332 0.24
H -3.0287 -4.0649 -1.0785 0.42
H -1.8861 -4.2386 0.2562 0.32
H -0.8394 -2.9735 -1.6052 0.30
H -2.1475 -1.7838 -1.5455 0.33
H -0.1602 -0.9697 -0.3287 0.11
H -0.1946 -2.4139 0.7162 0.35
```

**LUMO**: -2.75 eV
**Spin multiplicity**: 1
**SMILES string**: O=C(C[NH2+]Cc1ccccc1Cl)Nc1ccccc1N1CCCCC1
**Kohn-Sham gap**: 0.290 Ha
**Charge**: +1
**Max |F|**: 0.7 eV Å⁻¹
**Energy relative to the best compared isomer or geometry (same formula, charge and spin)**: 0.00 kcal per mole